Entry 1:
Density functional theory data (ωB97M-V/def2-TZVPD) for an isolated ion of composition C6H5N4O2 and charge +1 at a distorted geometry.

Element x y z (Å)
N1 -2.604 -2.785 -0.321
C1 -1.595 -2.252 -0.251
C2 -0.453 -1.477 -0.134
N2 -0.111 -0.838 -1.196
O1 0.030 -0.950 -2.361
N3 -0.011 -1.164 1.199
C3 0.883 -0.208 1.503
C4 1.217 0.783 0.659
C5 0.313 1.196 -0.416
N4 -0.952 1.613 -0.102
C6 0.989 1.423 -1.593
O2 1.546 1.393 -2.584
H1 -0.272 -1.797 1.842
H2 1.389 -0.377 2.492
H3 2.055 1.534 1.029
H4 -1.145 1.387 0.829
H5 -1.279 2.520 -0.596

Atomic forces in eV per Å
N -0.580 -0.451 -0.076
C -0.913 -1.221 0.160
C 0.638 0.945 1.176
N 1.630 1.079 2.086
O -0.583 -0.697 -2.028
N -0.153 1.944 -4.556
C 1.363 -0.219 0.867
C 2.216 1.839 1.826
C 0.290 0.118 0.687
N 0.613 2.236 -3.655
C 0.041 0.131 -0.814
O -0.380 0.020 0.707
H -1.145 -2.637 2.708
H -0.485 0.454 -1.171
H -1.881 -1.660 -1.074
H -0.858 0.445 1.597
H 0.186 -2.324 1.561

Output
Orbital gap (alpha / beta) (eV): 7.061 / 7.728
Largest force on an atom (eV/Å): 5.0
HOMO energy (alpha / beta) (eV): -13.51 / -13.38
Molecular weight (g mol⁻¹): 165.13
Energy above the lowest of the compared OMol25 structures with the same formula, charge and spin (kcal/mol): 33.0
Total charge: +1

***

Entry 2:
Density functional theory data (ωB97M-V/def2-TZVPD) for a 2-piece molecular cluster, C16H20F3O6S overall at a distorted geometry.

Element x y z (Å)
C1 0.166 0.330 4.594
O1 -0.832 0.193 3.510
C2 -0.801 -0.895 2.761
C3 -1.694 -2.032 3.090
O2 -1.995 -2.890 2.274
O3 -2.179 -1.948 4.351
C4 -3.094 -2.980 4.746
C5 0.459 -1.276 2.088
O4 0.887 -2.422 2.086
O5 1.137 -0.198 1.627
C6 2.391 -0.480 1.001
H1 -0.211 1.177 5.160
H2 0.203 -0.585 5.198
H3 1.132 0.568 4.137
H4 -3.734 -2.548 5.517
H5 -3.683 -3.284 3.876
H6 -2.541 -3.839 5.146
H7 2.909 0.479 0.947
H8 2.963 -1.215 1.582
H9 2.204 -0.874 -0.005
C7 -0.787 -0.013 -4.075
C8 -0.351 0.207 -2.633
C9 -0.439 -1.084 -1.835
C10 1.053 0.824 -2.601
C11 1.233 2.150 -2.234
C12 2.522 2.677 -2.107
C13 3.631 1.886 -2.401
C14 3.444 0.572 -2.848
C15 2.158 0.045 -2.965
O6 -1.190 1.258 -2.137
S1 -2.005 1.314 -0.668
C16 -3.027 2.622 -1.434
F1 -3.403 2.270 -2.697
F2 -4.139 2.908 -0.719
F3 -2.275 3.764 -1.549
H10 -0.170 -0.785 -4.553
H11 -1.839 -0.323 -4.113
H12 -0.684 0.919 -4.646
H13 0.297 -1.812 -2.210
H14 -0.223 -0.925 -0.771
H15 -1.437 -1.527 -1.942
H16 0.373 2.788 -2.029
H17 2.643 3.707 -1.780
H18 4.639 2.296 -2.294
H19 4.303 -0.049 -3.106
H20 1.984 -0.969 -3.337

Atomic forces in eV per Å
C -1.233 -0.235 -1.410
O 0.515 3.153 2.521
C 0.657 -3.869 -1.670
C 1.913 1.897 -1.871
O -0.522 -0.684 0.802
O -0.908 -0.605 0.996
C 0.271 0.438 -0.436
C -2.716 -0.427 2.146
O 0.972 0.038 -1.254
O 0.967 0.418 -0.567
C -0.355 -0.049 0.239
H 0.211 0.015 0.273
H 0.034 0.136 -0.112
H 0.036 -0.122 0.192
H 0.061 -0.089 -0.022
H 0.042 -0.118 0.202
H -0.150 0.109 -0.104
H 0.041 -0.135 -0.099
H -0.108 0.164 -0.179
H 0.243 0.033 0.104
C -0.197 0.078 -0.375
C 0.440 0.259 0.261
C 0.008 -0.158 0.153
C 0.103 -0.555 -0.198
C 0.340 0.368 0.255
C -0.013 -0.342 -0.246
C -0.094 -0.044 0.003
C -0.058 -0.014 -0.102
C 0.049 0.363 0.179
O -0.548 0.042 0.204
S -0.150 -0.025 -0.783
C 0.271 -0.013 -0.369
F -0.101 0.592 1.077
F 0.878 -0.144 -0.432
F -0.955 -0.601 -0.036
H -0.108 0.166 0.131
H 0.221 0.003 0.065
H -0.016 -0.196 0.122
H -0.256 0.246 0.097
H -0.094 -0.015 -0.115
H 0.187 0.107 0.119
H 0.309 -0.311 0.041
H 0.039 -0.164 -0.063
H -0.305 -0.182 -0.039
H -0.187 0.192 0.071
H 0.266 0.283 0.227

Output
Orbital gap (eV): 5.022
Largest force on an atom (eV/Å): 4.3
HOMO energy (eV): -2.33
Molecular weight (g mol⁻¹): 397.39
Energy above the lowest of the compared OMol25 structures with the same formula, charge and spin (kcal/mol): 0.0
Total charge: -1

***

Entry 3:
Density functional theory data (ωB97M-V/def2-TZVPD) for C22H35HfNO2P2S2 as an isolated structure at a distorted geometry.

Element x y z (Å)
P1 1.992 1.550 -2.882
P2 -0.573 -0.814 -2.243
C1 1.276 0.308 -4.093
C2 -0.212 0.128 -3.803
H1 1.813 -0.647 -3.953
H2 1.432 0.666 -5.126
H3 -0.737 1.079 -3.621
H4 -0.769 -0.327 -4.637
C3 0.429 -2.364 -2.235
H5 0.136 -3.009 -1.399
H6 1.490 -2.126 -2.130
H7 0.244 -2.920 -3.166
C4 -1.954 -1.749 -3.169
H8 -1.516 -2.262 -4.046
H9 -2.694 -1.025 -3.550
H10 -2.504 -2.503 -2.572
C5 3.665 1.775 -3.546
H11 4.352 2.154 -2.778
H12 3.580 2.505 -4.358
H13 4.045 0.813 -3.913
C6 1.068 3.079 -3.361
H14 -0.005 2.917 -3.174
H15 1.243 3.294 -4.428
H16 1.420 3.913 -2.738
Hf1 2.016 0.948 -0.600
C7 -3.794 -0.909 2.636
C8 -3.879 -2.216 2.282
C9 -3.608 -2.772 0.936
C10 -2.245 -2.303 0.378
C11 -2.433 -1.070 -0.408
C12 -3.466 -0.249 -0.727
C13 -4.309 0.287 0.396
C14 -3.563 0.280 1.775
C15 2.132 3.046 -0.101
H17 -3.942 -0.671 3.684
H18 -4.224 -2.920 3.026
H19 -4.380 -2.462 0.221
H20 -3.590 -3.868 0.952
H21 -1.524 -2.099 1.194
H22 -1.773 -3.089 -0.252
H23 -1.494 -0.443 -0.308
H24 -3.484 0.215 -1.736
H25 -5.258 -0.265 0.518
H26 -4.596 1.319 0.133
H27 -2.484 0.510 1.658
H28 -3.970 1.123 2.357
H29 1.880 3.121 0.956
H30 1.569 3.816 -0.615
H31 3.179 3.322 -0.178
O1 -0.212 -0.963 2.865
S1 0.468 0.303 2.819
O2 -0.294 1.534 2.933
N1 1.589 0.381 1.452
C16 2.885 0.130 1.849
S2 4.098 0.200 0.618
C17 3.036 0.092 3.260
C18 4.224 0.097 4.000
C19 4.132 0.056 5.391
C20 2.879 0.124 6.037
C21 1.697 0.250 5.301
C22 1.810 0.241 3.920
H32 5.151 0.105 3.425
H33 5.034 -0.014 6.000
H34 2.816 0.073 7.123
H35 0.707 0.301 5.754

Atomic forces in eV per Å
P -1.084 1.065 -6.129
P 0.155 -1.070 -1.435
C -0.235 0.142 0.394
C 0.054 -0.246 -0.312
H -0.125 0.345 -0.258
H 0.195 0.021 0.493
H 0.248 -0.115 -0.208
H 0.613 0.092 0.127
C 0.425 0.234 -0.194
H 0.028 0.283 -0.077
H 0.159 -0.270 0.021
H 0.320 0.164 0.331
C -1.151 0.276 0.336
H 0.021 0.426 0.496
H 0.168 -0.292 0.182
H 0.494 0.530 -0.107
C 0.511 0.051 0.338
H -0.013 0.060 -0.293
H 0.227 -0.201 0.079
H -0.072 0.296 0.014
C 0.074 -0.036 0.463
H 0.424 0.218 -0.075
H -0.055 -0.171 0.400
H -0.149 -0.179 -0.353
Hf -0.175 -1.315 5.220
C -0.069 -2.009 0.061
C -0.323 1.674 0.800
C 0.620 -0.726 -0.686
C -0.889 0.149 1.261
C 2.512 1.044 0.341
C 0.049 0.210 0.368
C -1.107 -0.661 0.215
C -0.302 0.995 -0.364
C -0.106 -0.141 -0.205
H -0.144 -0.115 -0.013
H 0.237 -0.001 0.210
H 0.011 -0.267 0.054
H -0.306 0.216 0.174
H -0.326 -0.300 -0.232
H -0.370 0.449 0.053
H -0.656 -1.025 -1.696
H 0.482 0.642 1.014
H 0.113 0.287 0.061
H 0.164 -0.389 -0.028
H -0.512 -0.117 -0.079
H 0.157 -0.118 -0.319
H -0.084 -0.010 0.245
H -0.241 0.038 -0.130
H 0.475 0.147 -0.066
O 0.435 0.771 -0.698
S -0.636 0.568 0.352
O 1.254 -1.438 -0.714
N 0.052 -1.056 0.526
C -2.363 1.426 -1.428
S 0.025 -0.298 -0.061
C 0.223 0.407 1.379
C -0.266 -0.463 -0.247
C -0.127 0.204 0.170
C 0.307 -0.098 -0.323
C -0.059 -0.162 -0.555
C 0.451 -0.240 0.960
H 0.028 -0.131 0.546
H -0.263 0.076 -0.239
H 0.140 0.057 -0.249
H 0.356 0.096 0.089

Output
Orbital gap (alpha / beta) (eV): 4.442 / 4.465
Largest force on an atom (eV/Å): 6.3
HOMO energy (alpha / beta) (eV): -12.12 / -12.14
Molecular weight (g mol⁻¹): 650.10
Energy above the lowest of the compared OMol25 structures with the same formula, charge and spin (kcal/mol): 60.0
Total charge: +2

***

Entry 4:
Density functional theory data (ωB97M-V/def2-TZVPD) for a 2-piece molecular cluster, C5H13NO overall at a distorted geometry.

Element x y z (Å)
C1 -2.261 1.422 0.235
C2 -0.838 0.904 0.209
C3 -0.122 0.953 1.554
N1 1.162 0.461 1.556
O1 -0.644 1.330 2.582
H1 -2.316 2.489 0.035
H2 -2.668 1.289 1.232
H3 -2.872 0.817 -0.422
H4 -0.748 -0.152 -0.035
H5 -0.192 1.424 -0.494
H6 1.695 0.733 2.367
H7 1.664 0.387 0.684
C4 1.087 -1.788 -3.170
C5 1.312 -2.672 -1.939
H8 0.168 -2.087 -3.669
H9 1.026 -0.747 -2.878
H10 1.941 -1.913 -3.833
H11 2.302 -2.532 -1.517
H12 1.191 -3.719 -2.253
H13 0.523 -2.470 -1.212

Atomic forces in eV per Å
C 0.169 -0.326 0.455
C 0.763 -0.154 0.606
C -0.163 0.196 0.204
N -0.040 0.241 -0.142
O -0.019 0.061 -0.052
H -0.077 -0.062 -0.321
H -0.013 -0.052 0.230
H -0.230 0.304 -0.414
H -0.365 -0.197 -0.389
H -0.050 0.126 -0.281
H 0.081 -0.163 -0.025
H -0.048 0.007 0.109
C 0.430 -0.399 0.488
C -0.730 -0.271 -0.629
H 0.012 0.150 -0.175
H -0.075 0.290 -0.105
H -0.145 0.117 -0.320
H 0.003 0.009 0.217
H 0.233 0.188 0.299
H 0.265 -0.064 0.245

Output
Orbital gap (eV): 10.534
Largest force on an atom (eV/Å): 1.0
HOMO energy (eV): -9.81
Molecular weight (g mol⁻¹): 103.16
Energy above the lowest of the compared OMol25 structures with the same formula, charge and spin (kcal/mol): 3.4
Total charge: 0

***

Copy entry 2 word for word.
Density functional theory data (ωB97M-V/def2-TZVPD) for a 2-piece molecular cluster, C16H20F3O6S overall at a distorted geometry.

Element x y z (Å)
C1 0.166 0.330 4.594
O1 -0.832 0.193 3.510
C2 -0.801 -0.895 2.761
C3 -1.694 -2.032 3.090
O2 -1.995 -2.890 2.274
O3 -2.179 -1.948 4.351
C4 -3.094 -2.980 4.746
C5 0.459 -1.276 2.088
O4 0.887 -2.422 2.086
O5 1.137 -0.198 1.627
C6 2.391 -0.480 1.001
H1 -0.211 1.177 5.160
H2 0.203 -0.585 5.198
H3 1.132 0.568 4.137
H4 -3.734 -2.548 5.517
H5 -3.683 -3.284 3.876
H6 -2.541 -3.839 5.146
H7 2.909 0.479 0.947
H8 2.963 -1.215 1.582
H9 2.204 -0.874 -0.005
C7 -0.787 -0.013 -4.075
C8 -0.351 0.207 -2.633
C9 -0.439 -1.084 -1.835
C10 1.053 0.824 -2.601
C11 1.233 2.150 -2.234
C12 2.522 2.677 -2.107
C13 3.631 1.886 -2.401
C14 3.444 0.572 -2.848
C15 2.158 0.045 -2.965
O6 -1.190 1.258 -2.137
S1 -2.005 1.314 -0.668
C16 -3.027 2.622 -1.434
F1 -3.403 2.270 -2.697
F2 -4.139 2.908 -0.719
F3 -2.275 3.764 -1.549
H10 -0.170 -0.785 -4.553
H11 -1.839 -0.323 -4.113
H12 -0.684 0.919 -4.646
H13 0.297 -1.812 -2.210
H14 -0.223 -0.925 -0.771
H15 -1.437 -1.527 -1.942
H16 0.373 2.788 -2.029
H17 2.643 3.707 -1.780
H18 4.639 2.296 -2.294
H19 4.303 -0.049 -3.106
H20 1.984 -0.969 -3.337

Atomic forces in eV per Å
C -1.233 -0.235 -1.410
O 0.515 3.153 2.521
C 0.657 -3.869 -1.670
C 1.913 1.897 -1.871
O -0.522 -0.684 0.802
O -0.908 -0.605 0.996
C 0.271 0.438 -0.436
C -2.716 -0.427 2.146
O 0.972 0.038 -1.254
O 0.967 0.418 -0.567
C -0.355 -0.049 0.239
H 0.211 0.015 0.273
H 0.034 0.136 -0.112
H 0.036 -0.122 0.192
H 0.061 -0.089 -0.022
H 0.042 -0.118 0.202
H -0.150 0.109 -0.104
H 0.041 -0.135 -0.099
H -0.108 0.164 -0.179
H 0.243 0.033 0.104
C -0.197 0.078 -0.375
C 0.440 0.259 0.261
C 0.008 -0.158 0.153
C 0.103 -0.555 -0.198
C 0.340 0.368 0.255
C -0.013 -0.342 -0.246
C -0.094 -0.044 0.003
C -0.058 -0.014 -0.102
C 0.049 0.363 0.179
O -0.548 0.042 0.204
S -0.150 -0.025 -0.783
C 0.271 -0.013 -0.369
F -0.101 0.592 1.077
F 0.878 -0.144 -0.432
F -0.955 -0.601 -0.036
H -0.108 0.166 0.131
H 0.221 0.003 0.065
H -0.016 -0.196 0.122
H -0.256 0.246 0.097
H -0.094 -0.015 -0.115
H 0.187 0.107 0.119
H 0.309 -0.311 0.041
H 0.039 -0.164 -0.063
H -0.305 -0.182 -0.039
H -0.187 0.192 0.071
H 0.266 0.283 0.227

Output
Orbital gap (eV): 5.022
Largest force on an atom (eV/Å): 4.3
HOMO energy (eV): -2.33
Molecular weight (g mol⁻¹): 397.39
Energy above the lowest of the compared OMol25 structures with the same formula, charge and spin (kcal/mol): 0.0
Total charge: -1

***

Look up the molecular weight of the third one. 650.10 g mol⁻¹

***

Which value of total charge does entry 2 give? -1

***

Which formula does entry 4 have? C5H13NO